Model i:
Computed, not measured: a cluster of 3 separate species, C3H10O4 in total, with the ωB97M-V functional and the def2-TZVPD basis.

Results
E_LUMO   0.36 eV
Orbital gap   10.39 eV
HOMO energy   -10.025 eV
SMILES   O=CCCO.O.O
Multiplicity   1

Each line ends with the Mulliken charge.
Cartesian coordinates (Å):
O (2.83836, 1.16808, 1.65287)  -0.44
C (1.80556, 0.61363, 1.88246)  -0.03
C (0.85416, 0.22541, 0.76295)  -0.30
C (0.60326, -1.26811, 0.87277)  -0.52
O (-0.08684, -1.69316, -0.30886)  -0.53
H (1.44404, 0.33386, 2.89364)  0.31
H (1.21984, 0.43717, -0.24012)  0.28
H (-0.10997, 0.74464, 0.79849)  0.26
H (0.02308, -1.65778, 1.71916)  0.28
H (1.58445, -1.74480, 0.93556)  0.41
H (0.11573, -2.61756, -0.53209)  0.28
O (-2.01326, 1.68044, -2.87127)  -0.63
H (-1.51022, 1.23321, -3.51193)  0.29
H (-2.25588, 1.10255, -2.15611)  0.38
O (-2.62403, -0.32668, -0.88805)  -0.63
H (-3.37559, -0.60649, -1.37849)  0.29
H (-2.27370, -1.09924, -0.44556)  0.30

=====

Model ii:
Computed, not measured: a cluster of 3 separate species, C3H10O4 in total, with the ωB97M-V functional and the def2-TZVPD basis.

Results
E_LUMO   0.57 eV
Orbital gap   11.28 eV
HOMO energy   -10.709 eV
SMILES   CCC(=O)O.O.O
Multiplicity   1

Each line ends with the Mulliken charge.
Cartesian coordinates (Å):
C (-0.77277, -0.39304, 1.43993)  -1.13
C (-1.70958, 0.14678, 0.37482)  -0.37
C (-1.07370, 1.28339, -0.42282)  0.55
O (-0.19745, 1.11820, -1.21186)  -0.56
O (-1.67537, 2.52021, -0.24272)  -0.46
H (0.02950, -0.92434, 0.92818)  0.26
H (-0.31597, 0.41706, 2.00437)  0.34
H (-1.24447, -1.13580, 2.07948)  0.35
H (-2.63829, 0.52846, 0.80016)  0.35
H (-2.06923, -0.57811, -0.35893)  0.31
H (-2.60529, 2.24733, -0.23953)  0.35
O (2.42417, -4.02969, -1.20426)  -0.64
H (2.95070, -4.75280, -1.55145)  0.32
H (2.32602, -3.35738, -1.88563)  0.32
O (2.25591, 2.16954, 0.16354)  -0.63
H (1.80808, 1.69376, -0.54523)  0.34
H (2.50776, 3.04644, -0.12804)  0.30

=====

Model iii:
Computed, not measured: a cluster of 4 separate species, C3H10O4 in total, with the ωB97M-V functional and the def2-TZVPD basis.

Results
E_LUMO   -5.44 eV
Orbital gap   3.20 eV
HOMO energy   -8.636 eV
Multiplicity   1

Each line ends with the Mulliken charge.
Cartesian coordinates (Å):
O (3.27419, 0.41085, -0.36434)  -0.80
C (-1.26419, -1.25022, -0.07118)  0.03
O (-0.43348, -1.04158, -1.06905)  -0.55
C (-2.16845, -0.33600, 0.57847)  0.23
C (-2.16714, 1.22374, 0.37366)  -1.05
H (0.35494, 0.46250, -0.41142)  0.30
H (-1.47920, -2.29028, 0.19995)  0.39
H (-2.72584, -0.77958, 1.37673)  0.36
H (-1.44705, 1.70123, 1.04348)  0.34
H (-3.11239, 1.74340, 0.37109)  0.36
H (-1.72339, 1.32492, -0.63906)  0.34
H (1.75121, 1.20109, -0.16190)  0.41
H (2.77874, -1.09677, -0.47267)  0.48
O (2.16027, -1.83514, -0.13099)  -0.65
H (4.18514, 0.65234, -0.28044)  0.22
H (1.28384, -1.44325, -0.19282)  0.28
O (0.73281, 1.35275, -0.14951)  -0.69

=====

Model iv:
Computed, not measured: a cluster of 3 separate species, C3H10O4 in total, with the ωB97M-V functional and the def2-TZVPD basis.

Results
E_LUMO   0.54 eV
Orbital gap   11.05 eV
HOMO energy   -10.508 eV
SMILES   CCC(=O)O.O.O
Multiplicity   1

Each line ends with the Mulliken charge.
Cartesian coordinates (Å):
C (0.55286, -2.08279, 0.67427)  -1.03
C (-0.27963, -0.91065, 0.05783)  -0.40
C (-1.64758, -1.37426, -0.38560)  0.59
O (-1.96462, -2.51635, -0.17791)  -0.52
O (-2.43175, -0.51004, -1.11074)  -0.44
H (0.95901, -2.59458, -0.17661)  0.27
H (1.33176, -1.89675, 1.40171)  0.34
H (-0.19818, -2.71893, 1.11525)  0.34
H (0.35251, -0.64231, -0.79071)  0.24
H (-0.36299, -0.02750, 0.69672)  0.28
H (-3.30024, -0.73929, -0.74416)  0.35
O (-2.08978, 4.95740, -0.38786)  -0.63
H (-1.58847, 4.36973, 0.19696)  0.32
H (-1.36224, 5.28693, -0.93206)  0.32
O (3.66438, 0.36396, 0.09004)  -0.62
H (4.46726, 0.12680, -0.38278)  0.31
H (3.89768, 0.90863, 0.85564)  0.32

=====

What are the relative energies? In kJ/mol: model i 81.4; model ii 0.0; model iii 729.9; model iv 20.1.